The molecule C6H8O2 at a distorted geometry, computed with the ωB97M-V functional and the def2-TZVPD basis.

Calculated values
- ΔE to the lowest compared entry with this formula, charge and spin (kJ/mol) = 361.0
- Kohn-Sham gap (Eh) = 0.3620
- HOMO energy (eV) = -8.936
- lowest unoccupied orbital energy (eV) = 0.92

The geometry in ORCA input format:
```
! RIJCOSX wB97M-V def2-TZVPD def2/J DEFGRID3
* xyz 0 1
O -1.40 -1.73 -0.42
C -0.54 -0.71 -0.05
C -0.48 -0.48 1.46
C 0.72 -0.94 0.62
O 1.59 0.10 0.39
C 1.13 0.78 -0.75
C -0.06 1.74 -0.37
C -0.25 0.36 -1.06
H -0.90 -2.26 -1.05
H -0.88 -1.08 2.28
H -0.31 0.58 1.73
H 1.16 -1.92 0.98
H 1.95 0.98 -1.39
H -0.56 1.68 0.57
H -0.40 2.59 -0.96
H -0.76 0.32 -2.00
*
```

Atomic partial charges in e from the natural (NBO) method, atoms 1 to 5: number 1, O, carries -0.675; number 2, C, carries 0.213; number 3, C, carries -0.465; number 4, C, carries 0.041; number 5, O, carries -0.491


A structure of composition C10H14BCdN7O2 at a distorted geometry, computed with the ωB97M-V functional and the def2-TZVPD basis.

Calculated values
- Kohn-Sham gap (Eh) = 0.3057
- HOMO energy (eV) = -8.457
- lowest unoccupied orbital energy (eV) = -0.14

The geometry in ORCA input format:
```
! RIJCOSX wB97M-V def2-TZVPD def2/J DEFGRID3
* xyz 0 1
H 0.67 -2.02 3.28
N -0.20 -1.21 1.53
B -1.69 -0.77 -0.55
N -1.31 -1.49 0.79
C -1.96 -2.54 1.36
Cd 1.01 0.29 1.03
H -2.87 -2.92 0.91
C -1.25 -2.95 2.49
H -1.50 -3.76 3.17
C -0.15 -2.08 2.56
H -2.81 -1.15 -0.84
C 4.36 1.81 -0.26
H 5.29 2.22 0.16
H 3.63 2.73 -0.23
H 4.44 1.61 -1.34
N -0.72 -1.13 -1.68
N -1.71 0.76 -0.30
N 0.62 -0.91 -1.60
N -0.70 1.40 0.33
C -1.04 -1.78 -2.84
C -2.66 1.66 -0.66
H -2.07 -2.03 -3.08
H -3.56 1.33 -1.19
C 0.14 -1.99 -3.55
C -2.25 2.93 -0.25
C 1.14 -1.42 -2.73
C -1.01 2.71 0.37
H 0.26 -2.46 -4.53
H -2.78 3.87 -0.38
H 2.22 -1.36 -2.90
H -0.34 3.42 0.86
H 4.08 0.88 0.26
O 1.73 2.85 4.04
N 1.30 2.34 3.05
O 1.72 1.15 2.69
*
```

Atomic partial charges in e from the natural (NBO) method, atoms 1 to 5: number 1, H, carries 0.231; number 2, N, carries -0.518; number 3, B, carries 0.554; number 4, N, carries -0.307; number 5, C, carries 0.017


A structure of composition C26H38CoN3 at a distorted geometry, computed with the ωB97M-V functional and the def2-TZVPD basis.

Calculated values
- ΔE to the lowest compared entry with this formula, charge and spin (kJ/mol) = 0.0
- Kohn-Sham gap (spin up / spin down) (Eh) = 0.2546 / 0.2820
- HOMO energy (spin up / spin down) (eV) = -4.074 / -4.832
- lowest unoccupied orbital energy (spin up / spin down) (eV) = 2.85 / 2.84

The geometry in ORCA input format:
```
! RIJCOSX wB97M-V def2-TZVPD def2/J DEFGRID3
* xyz -1 4
Co -0.45 0.66 0.15
C -0.37 -1.22 -3.68
C 0.47 -1.99 -2.66
C 0.58 -3.47 -3.05
C 1.82 -1.32 -2.55
C 2.76 -1.44 -3.56
C 3.99 -0.82 -3.47
C 4.28 -0.04 -2.37
C 3.37 0.11 -1.33
C 3.72 1.03 -0.18
C 3.88 2.46 -0.70
C 4.97 0.56 0.55
C 2.12 -0.55 -1.42
N 1.22 -0.48 -0.35
C 1.66 -1.00 0.78
C 0.92 -0.91 1.96
C 1.15 -1.47 3.22
C 0.04 -1.18 3.99
C -0.83 -0.44 3.18
N -0.29 -0.25 1.96
C -2.24 0.01 3.49
C -2.36 1.51 3.19
C -2.61 -0.24 4.96
C -3.19 -0.81 2.61
H -1.37 -1.64 -3.74
H 0.09 -1.26 -4.67
H -0.44 -0.18 -3.37
H -0.02 -1.92 -1.69
H 0.94 -3.58 -4.07
H -0.40 -3.94 -2.99
H 1.26 -3.99 -2.38
H 2.53 -2.04 -4.43
H 4.71 -0.93 -4.27
H 5.24 0.44 -2.30
H 2.89 1.04 0.53
H 4.65 2.52 -1.47
H 4.15 3.12 0.12
H 2.94 2.81 -1.12
H 5.83 0.53 -0.11
H 4.83 -0.43 0.97
H 5.20 1.25 1.37
H 2.60 -1.54 0.79
H 2.04 -2.01 3.52
H -0.13 -1.47 5.01
H -1.74 2.07 3.88
H -3.39 1.84 3.27
H -2.00 1.71 2.18
H -1.93 0.27 5.63
H -2.59 -1.30 5.18
H -3.62 0.13 5.14
H -2.90 -0.69 1.56
H -4.22 -0.49 2.74
H -3.12 -1.87 2.86
C -4.77 0.68 -1.17
C -3.51 1.22 -0.47
C -3.36 2.71 -0.79
C -2.27 0.41 -0.86
H -5.64 1.28 -0.91
H -4.96 -0.35 -0.88
H -4.64 0.72 -2.26
H -3.68 1.12 0.61
H -3.36 2.86 -1.87
H -2.43 3.09 -0.39
H -4.19 3.27 -0.36
H -2.08 0.60 -1.93
H -2.52 -0.66 -0.76
N 0.55 3.45 -0.59
C 0.17 2.43 -0.20
*
```

Atomic partial charges in e from the natural (NBO) method, atoms 1 to 5: number 1, Co, carries 1.267; number 2, C, carries -0.592; number 3, C, carries -0.257; number 4, C, carries -0.593; number 5, C, carries -0.052


A cluster of 3 separate species, C5H12O2 in total at a distorted geometry, computed with the ωB97M-V functional and the def2-TZVPD basis.

Calculated values
- ΔE to the lowest compared entry with this formula, charge and spin (kJ/mol) = 274.1
- Kohn-Sham gap (Eh) = 0.3687
- HOMO energy (eV) = -9.321
- lowest unoccupied orbital energy (eV) = 0.71

The geometry in ORCA input format:
```
! RIJCOSX wB97M-V def2-TZVPD def2/J DEFGRID3
* xyz 0 1
C 1.65 1.27 1.12
C 0.36 1.45 1.35
C -0.73 1.32 0.28
C -1.84 0.34 0.59
C -1.68 -0.74 1.35
H 2.44 1.27 1.87
H 2.09 1.12 0.14
H -0.10 1.53 2.33
H -0.10 0.86 -0.56
H -0.91 2.33 -0.11
H -2.77 0.67 0.14
H -2.36 -1.57 1.18
H -0.97 -0.72 2.17
O 0.41 -0.20 -2.59
H 0.66 0.68 -2.30
H 1.22 -0.72 -2.54
O 1.25 -2.95 -1.43
H 0.62 -2.29 -1.14
H 0.75 -3.66 -1.85
*
```

Atomic partial charges in e from the natural (NBO) method, atoms 1 to 5: number 1, C, carries -0.403; number 2, C, carries -0.162; number 3, C, carries -0.501; number 4, C, carries -0.159; number 5, C, carries -0.426


A structure of composition C39H31CdCl2F3NO6S at a distorted geometry, computed with the ωB97M-V functional and the def2-TZVPD basis.

Calculated values
- ΔE to the lowest compared entry with this formula, charge and spin (kJ/mol) = 17.4
- Kohn-Sham gap (Eh) = 0.2822
- HOMO energy (eV) = -5.687
- lowest unoccupied orbital energy (eV) = 1.99

The geometry in ORCA input format:
```
! RIJCOSX wB97M-V def2-TZVPD def2/J DEFGRID3
* xyz -1 1
Cd -0.23 -0.96 0.64
O 3.38 -1.04 -0.09
C 3.32 -2.37 0.37
C 1.99 -3.14 -0.15
O 1.90 -4.38 -0.02
O 1.13 -2.33 -0.67
C 4.63 -3.01 -0.18
C 5.76 -2.16 -0.16
C 6.93 -2.49 -0.82
C 7.00 -3.68 -1.54
C 5.94 -4.56 -1.50
C 4.75 -4.22 -0.85
C 3.35 -2.46 1.92
C 2.95 -1.34 2.64
C 2.96 -1.38 4.05
C 3.44 -2.50 4.71
C 3.85 -3.61 3.98
C 3.80 -3.63 2.61
H 2.76 -0.40 0.40
H 5.65 -1.22 0.40
H 7.80 -1.85 -0.73
H 7.90 -3.96 -2.07
H 6.04 -5.53 -1.99
H 3.92 -4.95 -0.81
H 2.63 -0.43 2.13
H 2.64 -0.46 4.56
H 3.47 -2.51 5.79
H 4.23 -4.47 4.51
H 4.07 -4.50 2.01
F 2.05 8.12 -1.16
C 2.71 7.04 -1.74
F 2.44 7.13 -3.14
F 4.07 7.23 -1.55
C 2.26 5.75 -1.13
C 2.46 5.52 0.25
C 2.26 4.26 0.81
C 1.77 3.22 0.05
C 1.50 3.45 -1.30
C 1.72 4.67 -1.91
C 1.53 1.90 0.46
C 1.24 0.72 0.62
H 2.75 6.35 0.91
H 2.51 4.05 1.87
H 1.06 2.59 -1.84
H 1.50 4.82 -2.95
C -3.12 -4.83 0.80
S -1.62 -4.07 0.17
C -2.22 -3.46 -1.46
O -1.56 -2.74 0.95
H -4.00 -4.22 0.47
H -3.08 -4.94 1.90
H -3.20 -5.80 0.31
H -2.64 -4.33 -2.00
H -1.37 -3.05 -2.00
H -2.99 -2.70 -1.31
Cl -5.25 -0.83 -0.31
C -5.02 0.29 0.97
C -4.75 -0.19 2.25
C -4.63 0.65 3.34
C -4.85 2.03 3.19
C -5.15 2.56 1.94
Cl -5.39 4.28 1.78
C -5.21 1.70 0.79
N -5.54 2.29 -0.41
C -5.13 1.98 -1.74
C -6.08 1.86 -2.76
C -5.69 1.39 -4.01
C -4.35 1.17 -4.32
C -3.37 1.43 -3.37
C -3.74 1.86 -2.08
C -2.62 2.24 -1.12
C -1.74 1.06 -0.66
O -1.85 0.62 0.57
O -0.98 0.58 -1.52
H -4.63 -1.28 2.33
H -4.28 0.27 4.32
H -4.80 2.73 4.03
H -6.04 3.17 -0.36
H -7.11 2.11 -2.55
H -6.45 1.24 -4.79
H -4.09 0.71 -5.29
H -2.29 1.34 -3.60
H -3.05 2.68 -0.22
H -1.89 2.93 -1.58
*
```

Atomic partial charges in e from the Löwdin method, atoms 1 to 5: number 1, Cd, carries 1.392; number 2, O, carries -0.054; number 3, C, carries -0.325; number 4, C, carries -0.565; number 5, O, carries -0.025


A structure of composition C32H39Cl5N2P2Tl, computed with the ωB97M-V functional and the def2-TZVPD basis.

Calculated values
- ΔE to the lowest compared entry with this formula, charge and spin (kJ/mol) = 90.5
- Kohn-Sham gap (Eh) = 0.2249
- HOMO energy (eV) = -3.757
- lowest unoccupied orbital energy (eV) = 2.36

The geometry in ORCA input format:
```
! RIJCOSX wB97M-V def2-TZVPD def2/J DEFGRID3
* xyz -1 1
Tl -0.93 0.69 1.11
C 4.51 -0.94 2.06
C 3.19 -0.18 1.93
C 3.24 0.68 0.66
P 1.57 -1.10 1.89
C 1.36 -1.93 3.55
C -0.03 -2.57 3.51
C 2.35 -2.95 4.10
C 1.75 -2.48 0.70
C 2.69 -3.51 0.85
C 2.73 -4.61 0.01
C 1.78 -4.71 -1.01
C 0.85 -3.71 -1.20
C 0.81 -2.55 -0.38
N 0.04 -1.48 -0.65
C -1.14 -1.47 -1.33
C -2.12 -2.48 -1.29
C -3.35 -2.29 -1.90
C -3.64 -1.11 -2.59
C -2.67 -0.11 -2.65
C -1.43 -0.26 -2.04
P -0.01 0.90 -2.00
C 1.01 0.26 -3.46
C 2.20 -0.58 -3.00
C 0.22 -0.50 -4.53
C -0.63 2.53 -2.71
C -1.71 3.13 -1.81
C -1.04 2.66 -4.18
H 5.35 -0.24 1.98
H 4.62 -1.68 1.26
H 4.61 -1.45 3.02
H 3.07 0.49 2.79
H 3.38 0.04 -0.22
H 4.07 1.39 0.70
H 2.31 1.24 0.51
H 1.33 -1.08 4.23
H -0.04 -3.40 2.80
H -0.81 -1.87 3.20
H -0.31 -2.96 4.50
H 2.36 -3.86 3.49
H 2.03 -3.24 5.11
H 3.37 -2.57 4.18
H 3.42 -3.44 1.64
H 3.48 -5.38 0.15
H 1.80 -5.56 -1.68
H 0.14 -3.78 -2.02
H -1.92 -3.39 -0.74
H -4.10 -3.07 -1.85
H -4.60 -0.98 -3.07
H -2.90 0.79 -3.20
H 1.40 1.19 -3.90
H 1.87 -1.53 -2.58
H 2.78 -0.06 -2.24
H 2.86 -0.79 -3.85
H -0.10 -1.46 -4.14
H 0.86 -0.68 -5.40
H -0.67 0.03 -4.86
H 0.27 3.15 -2.58
H -2.68 2.65 -1.98
H -1.82 4.21 -1.98
H -1.48 3.01 -0.75
H -1.91 2.04 -4.43
H -0.23 2.39 -4.86
H -1.31 3.70 -4.39
Cl 0.42 4.68 0.77
C -0.31 4.17 2.29
C -0.30 2.82 2.59
C -0.86 2.50 3.81
Cl -0.88 0.80 4.29
C -1.42 3.42 4.69
Cl -2.10 2.94 6.21
C -1.43 4.77 4.33
Cl -2.12 5.96 5.38
C -0.88 5.15 3.10
Cl -0.90 6.82 2.63
C -5.56 2.16 -0.78
C -4.56 2.09 0.28
N -3.74 2.03 1.08
H -6.07 1.21 -0.88
H -5.08 2.40 -1.72
H -6.29 2.94 -0.55
*
```

Atomic partial charges in e from the Löwdin method, atoms 1 to 5: number 1, Tl, carries 0.684; number 2, C, carries -0.121; number 3, C, carries -0.542; number 4, C, carries -0.135; number 5, P, carries 1.023